# 1
The following is a quantum chemistry calculation of a 2-piece molecular cluster, C4H11NO overall in a non-equilibrium geometry, from the OMol25 dataset.

- energy above the lowest of the compared OMol25 structures with the same formula, charge and spin (kcal/mol) = 56.1
- SMILES = C=CO.CCN
- LUMO (eV) = 1.0

Geometry (Å):
C1 -3.96 1.33 -1.26
C2 -3.89 2.59 -0.41
N1 -3.01 2.45 0.75
H1 -4.18 1.49 -2.32
H2 -2.93 1.05 -1.41
H3 -4.61 0.57 -0.91
H4 -3.64 3.45 -1.06
H5 -4.92 2.79 -0.02
H6 -3.38 2.60 1.67
H7 -2.59 1.52 0.77
C3 5.73 -3.56 1.08
C4 5.60 -2.51 0.28
O1 4.47 -2.27 -0.49
H8 6.39 -3.63 1.90
H9 4.92 -4.29 1.01
H10 6.22 -1.61 0.28
H11 3.80 -1.97 0.13

Results of the natural (NBO) charge analysis, in e, for atoms 1 through 5: number 1, C, carries -0.629; number 2, C, carries -0.212; number 3, N, carries -0.852; number 4, H, carries 0.215; number 5, H, carries 0.203



# 2
The following is a quantum chemistry calculation of one molecule with the formula C4H11NO in a non-equilibrium geometry, from the OMol25 dataset.

- energy above the lowest of the compared OMol25 structures with the same formula, charge and spin (kcal/mol) = 80.9
- SMILES = CNCCCO
- LUMO (eV) = 0.9

Geometry (Å):
C1 -1.67 -0.89 0.37
C2 -0.29 1.09 -0.36
C3 0.78 0.60 0.64
C4 1.85 -0.27 -0.12
H1 -2.55 -0.38 0.72
H2 -2.29 -1.88 -0.02
H3 -1.08 -1.11 1.36
H4 -1.77 0.28 -1.34
H5 -0.71 1.90 0.16
H6 0.10 1.40 -1.33
H7 0.37 0.02 1.45
H8 1.37 1.63 0.79
H9 2.19 0.40 -0.97
H10 2.85 -0.10 0.49
H11 0.55 -1.07 -0.79
N1 -1.01 -0.11 -0.71
O1 1.31 -1.50 -0.32

Results of the natural (NBO) charge analysis, in e, for atoms 1 through 5: number 1, C, carries -0.446; number 2, C, carries -0.232; number 3, C, carries -0.434; number 4, C, carries -0.073; number 5, H, carries 0.178



# 3
The following is a quantum chemistry calculation of one molecule with the formula C4H11NO in a non-equilibrium geometry, from the OMol25 dataset.

- energy above the lowest of the compared OMol25 structures with the same formula, charge and spin (kcal/mol) = 71.9
- SMILES = C[C@@H](O)CCN
- LUMO (eV) = 0.9

Geometry (Å):
C1 0.48 -1.42 -1.31
C2 -0.19 -0.04 -1.26
C3 -0.65 0.30 0.17
C4 0.46 0.23 1.22
H1 1.46 -1.33 -0.76
H2 -0.20 -2.03 -0.64
H3 0.66 -1.79 -2.31
H4 0.59 0.80 -1.54
H5 -1.83 0.76 -2.12
H6 -1.61 -0.24 0.39
H7 -0.99 1.28 0.11
H8 0.41 -0.85 1.93
H9 1.60 0.27 0.60
H10 1.21 1.13 2.84
H11 -0.63 1.55 2.69
N1 0.48 1.47 2.16
O1 -1.24 -0.08 -2.17

Results of the natural (NBO) charge analysis, in e, for atoms 1 through 5: number 1, C, carries -0.628; number 2, C, carries 0.133; number 3, C, carries -0.481; number 4, C, carries -0.214; number 5, H, carries 0.209



# 4
The following is a quantum chemistry calculation of a 2-piece molecular cluster, C4H11NO overall in a non-equilibrium geometry, from the OMol25 dataset.

- energy above the lowest of the compared OMol25 structures with the same formula, charge and spin (kcal/mol) = 30.8
- SMILES = C1CCNC1.O
- LUMO (eV) = 0.8

Geometry (Å):
N1 0.57 -0.79 -0.94
C1 -0.72 -0.18 -0.84
C2 -0.87 -0.09 0.68
C3 -0.20 -1.39 1.21
C4 1.00 -1.50 0.22
H1 1.14 -0.86 -1.76
H2 -1.60 -0.68 -1.31
H3 -0.79 0.76 -1.41
H4 -1.91 0.05 0.98
H5 -0.25 0.74 1.01
H6 -0.78 -2.31 1.17
H7 0.01 -1.18 2.26
H8 1.22 -2.57 0.15
H9 1.84 -0.99 0.71
H10 0.39 3.17 -1.33
H11 0.53 4.40 -0.40
O1 0.41 3.42 -0.40

Results of the natural (NBO) charge analysis, in e, for atoms 1 through 5: number 1, N, carries -0.665; number 2, C, carries -0.201; number 3, C, carries -0.406; number 4, C, carries -0.403; number 5, C, carries -0.212



# 5
The following is a quantum chemistry calculation of a 2-piece molecular cluster, C4H11NO overall in a non-equilibrium geometry, from the OMol25 dataset.

- energy above the lowest of the compared OMol25 structures with the same formula, charge and spin (kcal/mol) = 177.9
- LUMO (eV) = -3.5

Geometry (Å):
C1 1.44 -1.18 0.60
C2 -0.07 -1.21 0.42
N1 -0.81 -0.17 1.17
C3 -1.19 0.95 0.29
C4 0.02 1.80 -0.14
O1 0.49 -0.22 -2.26
H1 1.86 -1.85 -0.19
H2 1.80 -0.16 0.38
H3 1.83 -1.49 1.60
H4 -0.19 -0.97 -0.68
H5 -0.42 -2.22 0.68
H6 -1.61 -0.59 1.56
H7 -1.67 0.56 -0.67
H8 -1.91 1.52 0.88
H9 0.55 1.23 -0.88
H10 0.67 2.04 0.82
H11 -0.33 2.70 -0.60

Results of the natural (NBO) charge analysis, in e, for atoms 1 through 5: number 1, C, carries -0.619; number 2, C, carries -0.166; number 3, N, carries -0.561; number 4, C, carries -0.222; number 5, C, carries -0.635



# 6
The following is a quantum chemistry calculation of one molecule with the formula C4H11NO in a non-equilibrium geometry, from the OMol25 dataset.

- energy above the lowest of the compared OMol25 structures with the same formula, charge and spin (kcal/mol) = 19.2
- SMILES = CC[C@H](N)CO
- LUMO (eV) = 0.9

Geometry (Å):
C1 -1.38 -1.35 -0.51
C2 -0.89 -0.57 0.73
C3 -0.04 0.65 0.42
C4 1.14 0.30 -0.47
H1 -0.59 -1.97 -0.99
H2 -1.74 -0.62 -1.26
H3 -2.18 -2.05 -0.23
H4 -0.30 -1.25 1.38
H5 -1.75 -0.25 1.35
H6 0.39 1.02 1.39
H7 -0.24 2.57 -0.25
H8 -1.70 1.86 0.20
H9 1.75 1.21 -0.66
H10 0.81 -0.07 -1.46
H11 2.39 -0.42 0.88
N1 -0.79 1.69 -0.28
O1 1.97 -0.75 0.06

Results of the natural (NBO) charge analysis, in e, for atoms 1 through 5: number 1, C, carries -0.628; number 2, C, carries -0.407; number 3, C, carries -0.072; number 4, C, carries -0.067; number 5, H, carries 0.214



# 7
The following is a quantum chemistry calculation of a 2-piece molecular cluster, C4H11NO overall in a non-equilibrium geometry, from the OMol25 dataset.

- energy above the lowest of the compared OMol25 structures with the same formula, charge and spin (kcal/mol) = 49.3
- SMILES = C=CO.CCN
- LUMO (eV) = 1.0

Geometry (Å):
C1 -4.31 1.57 -1.21
C2 -3.49 2.66 -0.50
N1 -3.11 2.26 0.86
H1 -5.09 2.00 -1.89
H2 -3.58 0.86 -1.61
H3 -4.78 0.93 -0.47
H4 -2.61 2.89 -1.07
H5 -4.07 3.57 -0.42
H6 -3.95 1.90 1.30
H7 -2.41 1.56 1.05
C3 5.58 -3.38 1.27
C4 5.60 -2.41 0.36
O1 4.88 -2.39 -0.82
H8 6.14 -3.30 2.19
H9 5.03 -4.31 1.21
H10 6.05 -1.43 0.52
H11 4.11 -2.97 -0.78

Results of the natural (NBO) charge analysis, in e, for atoms 1 through 5: number 1, C, carries -0.634; number 2, C, carries -0.213; number 3, N, carries -0.846; number 4, H, carries 0.214; number 5, H, carries 0.207



# 8
The following is a quantum chemistry calculation of a 2-piece molecular cluster, C4H11NO overall in a non-equilibrium geometry, from the OMol25 dataset.

- energy above the lowest of the compared OMol25 structures with the same formula, charge and spin (kcal/mol) = 16.4
- SMILES = CC(N)=O.CC
- LUMO (eV) = 0.8

Geometry (Å):
C1 0.80 3.06 1.23
C2 -0.60 2.63 0.81
H1 0.99 2.64 2.22
H2 1.68 3.08 0.61
H3 0.70 4.10 1.62
H4 -0.54 2.13 -0.15
H5 -1.25 3.51 0.74
H6 -1.21 2.10 1.52
C3 -0.83 -1.29 -1.72
C4 -0.09 -1.66 -0.47
O1 -0.64 -2.32 0.39
N1 1.21 -1.28 -0.29
H7 -0.97 -2.21 -2.33
H8 -0.29 -0.64 -2.41
H9 1.64 -1.62 0.55
H10 1.76 -0.86 -1.02
H11 -1.85 -0.96 -1.54

Results of the natural (NBO) charge analysis, in e, for atoms 1 through 5: number 1, C, carries -0.634; number 2, C, carries -0.619; number 3, H, carries 0.211; number 4, H, carries 0.216; number 5, H, carries 0.202



# 9
The following is a quantum chemistry calculation of one molecule with the formula C4H11NO in a non-equilibrium geometry, from the OMol25 dataset.

- energy above the lowest of the compared OMol25 structures with the same formula, charge and spin (kcal/mol) = 27.0
- SMILES = CC(C)NCO
- LUMO (eV) = 1.0

Geometry (Å):
C1 1.13 0.67 1.01
C2 0.71 0.37 -0.43
C3 1.31 -0.94 -0.91
N1 -0.79 0.37 -0.58
C4 -1.63 -0.14 0.42
O1 -3.03 0.09 0.05
H1 0.65 -0.01 1.69
H2 0.91 1.71 1.29
H3 2.21 0.63 1.14
H4 1.00 1.20 -1.08
H5 1.11 -1.29 -1.94
H6 1.04 -1.75 -0.24
H7 2.41 -0.90 -0.86
H8 -0.93 -0.09 -1.48
H9 -1.47 0.30 1.40
H10 -1.62 -1.24 0.53
H11 -3.03 1.05 -0.01

Results of the natural (NBO) charge analysis, in e, for atoms 1 through 5: number 1, C, carries -0.626; number 2, C, carries -0.044; number 3, C, carries -0.634; number 4, N, carries -0.653; number 5, C, carries 0.089



# 10
The following is a quantum chemistry calculation of a 2-piece molecular cluster, C4H11NO overall in a non-equilibrium geometry, from the OMol25 dataset.

- energy above the lowest of the compared OMol25 structures with the same formula, charge and spin (kcal/mol) = 10.2
- SMILES = CC(N)=O.CC
- LUMO (eV) = 0.8

Geometry (Å):
C1 -0.49 -1.45 0.59
C2 -1.49 -0.31 0.56
O1 -1.72 0.25 -0.48
N1 -2.27 -0.17 1.69
H1 -1.00 -2.28 1.10
H2 0.35 -1.34 1.29
H3 -2.79 0.69 1.73
H4 -1.99 -0.72 2.49
H5 -0.09 -1.59 -0.40
C3 3.26 1.01 -1.51
C4 1.95 0.64 -0.82
H6 3.32 2.03 -1.89
H7 4.13 0.81 -0.89
H8 3.36 0.33 -2.37
H9 1.68 1.48 -0.16
H10 2.08 -0.26 -0.23
H11 1.18 0.61 -1.58

Results of the natural (NBO) charge analysis, in e, for atoms 1 through 5: number 1, C, carries -0.726; number 2, C, carries 0.673; number 3, O, carries -0.606; number 4, N, carries -0.839; number 5, H, carries 0.223



# 11
The following is a quantum chemistry calculation of a 2-piece molecular cluster, C4H11NO overall in a non-equilibrium geometry, from the OMol25 dataset.

- energy above the lowest of the compared OMol25 structures with the same formula, charge and spin (kcal/mol) = 53.0
- SMILES = C=CNCC.O
- LUMO (eV) = 1.0

Geometry (Å):
C1 2.39 0.05 -1.68
C2 2.01 0.89 -0.69
N1 1.04 0.64 0.26
C3 0.80 1.61 1.30
C4 -0.24 1.11 2.33
H1 3.36 0.15 -2.14
H2 1.55 -0.40 -2.18
H3 2.51 1.85 -0.57
H4 0.25 0.08 -0.03
H5 0.38 2.53 0.87
H6 1.75 1.87 1.74
H7 -0.31 0.03 2.34
H8 -1.19 1.51 1.99
H9 -0.03 1.65 3.24
H10 -4.98 -4.62 -3.02
H11 -4.75 -4.11 -1.57
O1 -4.55 -4.83 -2.19

Results of the natural (NBO) charge analysis, in e, for atoms 1 through 5: number 1, C, carries -0.565; number 2, C, carries 0.044; number 3, N, carries -0.615; number 4, C, carries -0.199; number 5, C, carries -0.620



# 12
The following is a quantum chemistry calculation of a 2-piece molecular cluster, C4H11NO overall in a non-equilibrium geometry, from the OMol25 dataset.

- energy above the lowest of the compared OMol25 structures with the same formula, charge and spin (kcal/mol) = 34.2
- SMILES = C/C=C(/C)N.O
- LUMO (eV) = 0.9

Geometry (Å):
C1 -0.86 -0.67 -1.65
N1 1.52 -1.09 0.34
C2 0.93 0.16 0.06
C3 0.00 0.34 -0.89
C4 1.43 1.31 0.89
H1 -1.91 -0.42 -1.70
H2 -0.56 -0.65 -2.71
H3 -0.64 -1.63 -1.14
H4 1.06 -1.88 -0.08
H5 2.52 -1.17 0.39
H6 -0.48 1.28 -1.07
H7 0.72 2.15 0.90
H8 2.35 1.74 0.56
H9 1.52 1.00 1.92
H10 -2.18 -0.38 2.12
H11 -2.70 -0.21 0.58
O1 -2.71 0.11 1.49

Results of the natural (NBO) charge analysis, in e, for atoms 1 through 5: number 1, C, carries -0.641; number 2, N, carries -0.847; number 3, C, carries 0.175; number 4, C, carries -0.272; number 5, C, carries -0.643



What is the energy above the lowest of the compared OMol25 structures with the same formula, charge and spin in the fourth record?
30.8 kcal/mol



Please write out number 12 again, unchanged.
The following is a quantum chemistry calculation of a 2-piece molecular cluster, C4H11NO overall in a non-equilibrium geometry, from the OMol25 dataset.

- energy above the lowest of the compared OMol25 structures with the same formula, charge and spin (kcal/mol) = 34.2
- SMILES = C/C=C(/C)N.O
- LUMO (eV) = 0.9

Geometry (Å):
C1 -0.86 -0.67 -1.65
N1 1.52 -1.09 0.34
C2 0.93 0.16 0.06
C3 0.00 0.34 -0.89
C4 1.43 1.31 0.89
H1 -1.91 -0.42 -1.70
H2 -0.56 -0.65 -2.71
H3 -0.64 -1.63 -1.14
H4 1.06 -1.88 -0.08
H5 2.52 -1.17 0.39
H6 -0.48 1.28 -1.07
H7 0.72 2.15 0.90
H8 2.35 1.74 0.56
H9 1.52 1.00 1.92
H10 -2.18 -0.38 2.12
H11 -2.70 -0.21 0.58
O1 -2.71 0.11 1.49

Results of the natural (NBO) charge analysis, in e, for atoms 1 through 5: number 1, C, carries -0.641; number 2, N, carries -0.847; number 3, C, carries 0.175; number 4, C, carries -0.272; number 5, C, carries -0.643



LUMO of number 9 (C4H11NO)?
1.0 eV